Version 1
A structure of composition CH3O3, computed with ωB97M-V with the def2-TZVPD basis set.

Output
Highest occupied orbital energy = -17.1 eV
Gap between HOMO and LUMO = 11.4361 eV

```
! wB97M-V def2-TZVPD RIJCOSX def2/J DEFGRID3
* xyz 1 1
C 1.2022 0.1304 -0.2172
O -1.3539 -0.2225 -0.2567
O 2.0309 0.7212 0.2278
O -0.4498 0.1286 0.7171
H 0.6913 -0.6138 -0.9796
H -1.7248 0.6905 -0.6642
H -0.3960 -0.8344 1.1727
*
```



Version 2
A cluster of 2 separate species, CH3O3 in total, computed with ωB97M-V with the def2-TZVPD basis set.

Output
Highest occupied orbital energy (spin up / spin down) = -18.7 / -18.7 eV
Gap between HOMO and LUMO (spin up / spin down) = 10.0826 / 10.1078 eV

```
! wB97M-V def2-TZVPD RIJCOSX def2/J DEFGRID3
* xyz 1 1
C -1.1647 0.1660 -0.0584
O 2.6661 -0.0698 0.0737
O 0.6835 -0.4640 0.4166
O 1.5604 0.1111 -0.3124
H -1.6603 -0.8572 0.0209
H -0.9223 0.4373 -1.1060
H -1.1626 0.6766 0.9656
*
```



Which one is the least stable? From the structures above, version 2.